{"formula": "C26H18F5N4O3RbS", "method": "ωB97M-V/def2-TZVPD", "orbital_gap_ha": 0.2055, "e_homo_ev": -1.515, "total_charge": -2, "e_above_lowest_kcal_mol": 16.8, "e_lumo_ev": 4.08, "elements": ["Rb", "O", "C", "N", "C", "C", "C", "C", "C", "C", "N", "C", "O", "C", "C", "C", "C", "C", "N", "C", "C", "C", "C", "C", "N", "H", "H", "H", "H", "H", "H", "H", "H", "H", "H", "H", "H", "F", "C", "C", "F", "C", "F", "C", "S", "C", "F", "C", "F", "C", "C", "O", "H", "H", "H", "H", "H", "H"], "xyz": [[0.510141, -0.325145, -0.340446], [2.960895, 2.804904, 1.730025], [2.826995, 1.761348, 1.044148], [2.445655, 0.546921, 1.388934], [2.345045, 0.178351, 2.742011], [3.284973, 0.629229, 3.675999], [3.263581, 0.231603, 5.004080], [2.267302, -0.633459, 5.433990], [1.340316, -1.126212, 4.523307], [1.367455, -0.777753, 3.160193], [0.479959, -1.292485, 2.196412], [-0.240143, -2.378282, 2.418944], [-0.356432, -3.128226, 3.416851], [-1.125008, -2.797957, 1.237875], [-2.420363, -3.241566, 1.519491], [-3.225776, -3.685196, 0.490530], [-2.709963, -3.721948, -0.801433], [-1.410881, -3.288934, -0.992619], [-0.633095, -2.825531, -0.006172], [3.117298, 1.913888, -0.458900], [3.719689, 3.092770, -0.895597], [3.965672, 3.268598, -2.245670], [3.596790, 2.268533, -3.134930], [3.010262, 1.126208, -2.616536], [2.784641, 0.941676, -1.315455], [4.033924, 1.331035, 3.334424], [4.010977, 0.605217, 5.695667], [2.215589, -0.938812, 6.473814], [0.587578, -1.827492, 4.845222], [-2.749557, -3.231839, 2.549303], [-4.240969, -4.012756, 0.687598], [-3.301321, -4.064320, -1.641048], [-0.961116, -3.312895, -1.982415], [3.958461, 3.840977, -0.152584], [4.429703, 4.179970, -2.605873], [3.744530, 2.370258, -4.202525], [2.700239, 0.318985, -3.273412], [-5.894387, 0.176455, -3.775559], [-4.599598, -0.183806, -3.887845], [-3.702105, 0.065332, -2.871641], [-4.131850, 0.670434, -1.750288], [-2.377052, -0.301425, -3.011134], [-1.567578, -0.046197, -1.970129], [-1.849466, -0.947581, -4.137777], [-0.200493, -1.437553, -4.254764], [-2.808398, -1.174815, -5.139385], [-2.453312, -1.792378, -6.280037], [-4.135299, -0.807673, -5.027275], [-5.002033, -1.060184, -6.031838], [-0.973119, 2.166734, 2.072429], [-0.949087, 2.896036, 0.738696], [-0.170850, 2.198700, -0.232355], [-1.518025, 2.752599, 2.817364], [0.046413, 2.016057, 2.441484], [-1.444099, 1.186780, 1.981759], [-0.556073, 3.907086, 0.881678], [-1.951360, 2.980076, 0.319665], [0.644708, 1.935638, 0.213739]], "forces_ev_per_angstrom": [[0.05, -1.26, -0.87], [0.09, -0.01, -0.12], [0.02, -0.11, 0.26], [0.16, 0.08, 0.11], [0.01, -0.01, -0.01], [-0.09, 0.12, -0.01], [-0.09, -0.06, 0.00], [0.01, 0.05, -0.10], [0.06, -0.01, -0.04], [-0.10, -0.06, -0.04], [0.12, -0.08, 0.44], [-0.01, 0.12, 0.05], [-0.01, 0.06, -0.02], [0.09, -0.20, -0.07], [-0.02, 0.04, 0.00], [0.02, -0.01, -0.02], [-0.06, 0.05, 0.08], [0.12, -0.04, 0.03], [-0.27, -0.30, 0.19], [0.02, -0.05, -0.09], [0.00, 0.08, -0.03], [-0.01, -0.02, 0.04], [0.03, 0.04, 0.03], [0.02, -0.05, 0.12], [0.30, 0.28, -0.13], [-0.02, 0.01, 0.00], [0.02, 0.02, 0.01], [-0.02, -0.02, 0.01], [0.00, -0.03, -0.02], [0.00, -0.01, -0.01], [0.01, 0.01, 0.00], [0.02, -0.01, 0.00], [-0.02, 0.12, 0.02], [-0.02, -0.01, -0.01], [0.00, 0.01, 0.00], [0.01, -0.01, 0.01], [-0.07, 0.02, 0.01], [-0.03, 0.00, 0.00], [-0.06, 0.02, -0.02], [0.13, 0.08, 0.14], [0.03, -0.01, 0.00], [0.00, -0.09, 0.13], [-0.38, 0.13, -0.17], [-0.11, -0.03, -0.05], [0.02, 0.01, -0.01], [0.03, -0.02, -0.05], [0.00, 0.00, -0.03], [0.00, -0.08, -0.13], [0.03, -0.01, -0.01], [0.05, 0.01, -0.05], [0.10, -0.10, 0.13], [-0.32, 0.69, 0.26], [-0.01, -0.02, -0.01], [-0.04, 0.02, 0.01], [0.02, -0.01, 0.00], [0.06, 0.07, -0.04], [-0.05, -0.01, -0.07], [0.16, 0.57, 0.14]], "mulliken_charge": [1.034, -0.817, -0.294, 0.003, 0.207, -0.365, -0.642, -0.544, -0.546, -0.231, 0.296, 0.357, -0.813, 0.270, -0.585, -0.295, -0.603, -0.288, -0.380, 0.838, -0.800, -0.257, -0.652, -0.246, -0.061, 0.367, 0.338, 0.337, 0.427, 0.402, 0.394, 0.405, 0.457, 0.447, 0.394, 0.368, 0.401, -0.344, 0.504, 0.060, -0.324, -0.195, -0.098, -0.034, -0.476, 0.384, -0.365, 0.213, -0.333, -0.832, -0.271, -0.525, 0.408, 0.190, 0.119, 0.261, 0.343, -0.008]}